Density functional theory data (ωB97M-V/def2-TZVPD) for a cluster of 3 separate species, C5H9N3O2 in total.

Computed properties:
Molecular weight (Da): 143.1
Relative energy (zero: lowest compared OMol25 entry of this formula, charge and spin) (eV): 11.376
HOMO-LUMO gap (spin up / spin down) (eV): 7.944 / 7.728
E (Ha): -510.271904
LUMO level (spin up / spin down) (eV): -1.354 / -1.622
HOMO (spin up / spin down) (eV): -9.30 / -9.35

Last column: natural (NBO) charge in e.
Element x y z (Å)
O  -0.328509  -5.393857  -2.000491  -0.424
C  -1.178669  -4.532041  -2.070859  0.783
C  -1.101056  -3.129980  -1.487919  -0.366
N  -2.419811  -2.665277  -1.914825  -0.611
C  -3.370485  -3.476220  -1.613967  0.562
N  -2.848917  -4.554193  -0.927540  -0.773
N  -4.682811  -3.464380  -2.001757  -0.415
C  -5.787846  -3.457084  -1.059197  -0.240
C  -5.483739  -2.267843  -1.905823  -0.234
H  -0.882421  -3.317867  -0.418933  0.262
H  -0.046000  -2.813553  -1.528335  0.274
H  -3.418747  -5.378609  -0.788496  0.371
H  -6.628007  -4.106699  -1.306758  0.210
H  -5.547080  -3.379276  0.003829  0.207
H  -5.033511  -1.406337  -1.408111  0.212
H  -6.135264  -2.049970  -2.753271  0.210
H  -2.514947  -2.789914  0.511197  -0.006
O  -1.119281  -0.616739  -2.222930  -0.470
H  -1.990593  -1.016617  -2.469673  0.448

Forces on the atoms, in the same order (eV/Å):
O -3.99 2.89 -1.79
C 3.99 -4.81 5.67
C -0.63 -0.87 -0.83
N 0.11 3.33 -0.38
C 2.23 -2.31 1.51
N 0.51 -1.18 -1.54
N -0.23 0.59 -0.57
C 0.04 0.00 0.43
C -0.34 0.37 -0.02
H -1.62 -0.74 0.20
H -0.77 1.68 -2.30
H -0.40 -0.03 -0.40
H 0.30 0.15 0.02
H -0.03 -0.07 -0.29
H -0.10 -0.23 -0.18
H 0.31 -0.03 0.17
H -0.08 0.06 0.40
O 0.27 1.44 -0.38
H 0.43 -0.24 0.28


Density functional theory data (ωB97M-V/def2-TZVPD) for a structure of composition C39H48Li2O19S.

Computed properties:
Molecular weight (Da): 866.7
Relative energy (zero: lowest compared OMol25 entry of this formula, charge and spin) (eV): 3.868
HOMO-LUMO gap (eV): 6.138
E (Ha): -3357.388809
LUMO level (eV): -0.674
HOMO (eV): -6.81

Last column: Löwdin charge in e.
Element x y z (Å)
Li  0.503110  0.083339  3.978917  0.736
Li  1.241110  -3.482661  -0.342083  0.788
S  0.866110  -0.412661  0.848917  0.369
O  -0.047890  0.259339  -0.022083  -0.308
O  2.339110  0.083339  0.717917  -0.326
O  0.403110  -0.294661  2.141917  -0.329
O  0.852110  -1.857661  0.520917  -0.416
C  -0.599890  2.588339  3.984917  -0.146
O  -0.798890  1.573339  4.980917  -0.200
H  -0.693890  2.170339  2.954917  0.077
H  0.207110  3.197339  4.204917  0.046
H  -1.547890  3.227339  3.693917  0.128
H  -1.059890  2.026339  5.881917  0.154
C  -0.229890  -4.035661  -3.094083  -0.069
O  0.138110  -3.178661  -2.009083  -0.177
H  -0.598890  -4.788661  -2.586083  0.042
H  0.626110  -4.401661  -3.657083  0.094
H  -0.648890  -3.500661  -3.845083  0.062
H  -0.361890  -2.392661  -1.943083  0.007
C  -1.014890  -2.077661  5.926917  -0.080
O  -0.615890  -1.530661  4.649917  -0.177
H  -1.189890  -1.230661  6.595917  0.078
H  -0.306890  -2.489661  6.375917  -0.009
H  -2.134890  -2.551661  5.867917  0.162
H  -1.028890  -2.126661  4.025917  0.042
C  -2.985890  0.165339  -3.495083  -0.027
C  -3.777890  0.421339  -4.639083  0.026
C  -4.530890  -0.670661  -5.213083  -0.319
C  -4.361890  -2.002661  -4.652083  0.008
C  -3.506890  -2.195661  -3.540083  -0.029
C  -2.786890  -1.103661  -3.079083  -0.293
O  -1.853890  -1.248661  -2.001083  -0.047
O  -5.302890  -0.641661  -6.281083  0.079
H  -2.411890  0.825339  -3.010083  0.079
H  -3.600890  1.477339  -4.967083  0.128
H  -4.727890  -2.980661  -5.013083  0.117
H  -3.343890  -3.131661  -2.928083  0.134
H  -1.512890  -0.533661  -1.387083  0.102
H  -5.300890  0.276339  -6.486083  0.095
C  2.220110  5.501339  1.973917  -0.055
C  2.606110  4.320339  2.560917  -0.042
C  2.735110  3.124339  1.753917  -0.286
C  2.527110  3.221339  0.364917  -0.024
C  2.090110  4.356339  -0.168083  0.007
C  1.927110  5.539339  0.599917  -0.304
O  1.785110  6.736339  0.046917  0.095
O  2.932110  1.904339  2.351917  -0.071
H  2.251110  6.550339  2.562917  0.160
H  2.673110  4.453339  3.700917  0.127
H  2.675110  2.474339  -0.182083  0.036
H  2.231110  4.375339  -1.051083  0.015
H  1.285110  6.771339  -0.677083  0.039
H  2.818110  1.072339  1.612917  0.065
C  1.744110  3.374339  -4.809083  0.005
C  0.996110  3.486339  -3.550083  0.043
C  0.740110  2.274339  -2.796083  -0.321
C  1.287110  1.020339  -3.299083  -0.004
C  1.992110  0.940339  -4.493083  -0.010
C  2.301110  2.182339  -5.191083  -0.368
O  3.219110  2.155339  -6.166083  0.034
O  0.049110  2.477339  -1.723083  0.064
H  1.805110  4.206339  -5.472083  0.101
H  0.497110  4.286339  -3.403083  0.032
H  1.186110  0.161339  -2.711083  0.077
H  2.285110  0.019339  -5.025083  0.115
H  3.847110  1.447339  -5.974083  0.107
H  0.092110  1.752339  -1.080083  0.062
C  -4.137890  2.013339  0.181917  0.017
C  -5.424890  1.325339  0.109917  0.055
C  -5.538890  0.004339  0.613917  -0.288
C  -4.379890  -0.597661  1.024917  -0.071
C  -3.171890  -0.087661  0.950917  -0.023
C  -3.042890  1.288339  0.547917  -0.290
O  -1.818890  1.962339  0.453917  -0.037
O  -6.784890  -0.535661  0.871917  0.043
H  -4.191890  3.048339  -0.005083  0.101
H  -6.124890  1.872339  -0.242083  0.037
H  -4.442890  -1.444661  1.571917  0.083
H  -2.280890  -0.598661  1.377917  0.117
H  -1.134890  1.206339  0.149917  0.039
H  -6.931890  -1.294661  0.339917  0.081
C  -3.530890  -4.241661  1.104917  0.021
C  -2.329890  -3.474661  1.250917  0.051
C  -1.416890  -3.917661  2.258917  -0.281
C  -1.828890  -4.970661  3.095917  -0.086
C  -2.953890  -5.682661  3.026917  -0.029
C  -3.833890  -5.298661  1.940917  -0.252
O  -5.040890  -5.995661  1.750917  0.041
O  -0.156890  -3.371661  2.388917  0.017
H  -4.002890  -4.164661  0.383917  -0.007
H  -2.087890  -2.789661  0.490917  0.087
H  -1.013890  -5.419661  3.673917  0.126
H  -3.158890  -6.621661  3.867917  0.193
H  -5.280890  -6.321661  2.580917  0.055
H  -0.001890  -2.619661  1.861917  -0.007
C  6.993110  1.602339  0.267917  -0.012
C  5.796110  0.896339  0.580917  0.049
C  5.747110  -0.520661  0.854917  -0.343
C  6.902110  -1.185661  0.986917  0.009
C  8.123110  -0.381661  0.785917  -0.019
C  8.178110  0.950339  0.429917  -0.408
O  9.375110  1.603339  0.566917  0.000
O  4.544110  -1.100661  0.933917  0.078
H  6.973110  2.614339  0.040917  0.094
H  4.806110  1.571339  0.516917  0.142
H  6.777110  -2.162661  1.154917  0.071
H  9.051110  -0.833661  1.197917  0.113
H  9.931110  0.695339  0.376917  0.172
H  3.759110  -0.717661  0.759917  -0.041

Forces on the atoms, in the same order (eV/Å):
Li -0.58 -0.06 -0.01
Li -0.45 0.86 -0.22
S 5.66 -1.39 -3.38
O -0.57 0.90 -2.92
O -3.67 -0.93 -0.54
O -1.66 0.97 6.61
O 0.44 -0.68 -0.85
C -4.39 0.08 -2.28
O -0.62 1.29 2.13
H 1.46 -0.60 0.73
H 1.68 1.08 0.00
H 1.35 -0.61 1.81
H 0.87 -1.38 -2.81
C 4.06 2.39 0.16
O 2.71 -1.54 0.59
H -3.09 -4.09 1.17
H 0.86 -0.08 0.54
H -2.74 1.32 -1.81
H -1.57 1.64 -0.29
C -8.59 4.79 -3.28
O -0.24 -0.38 0.79
H -0.27 0.40 -0.19
H 5.91 -4.97 3.30
H 3.18 0.48 0.10
H 0.37 -0.01 -0.74
C -2.20 -2.17 -3.35
C 0.09 -0.45 0.49
C 2.68 -2.03 2.93
C 1.25 0.36 1.32
C 0.36 0.00 0.35
C 0.70 0.26 2.71
O 0.30 -1.14 0.30
O -0.65 0.32 -0.91
H 1.78 3.14 1.28
H -1.16 -1.12 -0.41
H -0.57 1.25 -0.42
H -0.45 0.78 -1.34
H -1.23 -0.39 -1.53
H -0.60 1.26 -1.13
C -0.17 2.68 -0.38
C -0.13 -1.09 1.09
C -0.71 0.26 1.50
C -0.67 3.85 7.09
C -1.19 3.06 10.38
C 1.10 -2.39 0.85
O 2.54 2.02 3.70
O 0.12 -0.96 -1.39
H -0.28 -2.69 -1.37
H 0.38 -1.21 -1.81
H 1.29 -6.31 -4.52
H 0.63 0.95 -11.85
H -3.06 -0.17 -4.54
H -0.15 2.43 1.86
C -1.60 -0.27 2.63
C 3.74 -8.31 -3.53
C 3.13 1.25 -4.23
C -0.39 2.13 -0.13
C 0.07 2.45 -0.75
C -0.81 -2.06 2.16
O 0.92 -0.12 -1.51
O -1.55 -0.33 2.40
H 0.39 0.66 -0.15
H -3.18 5.54 1.56
H -0.50 -1.29 0.79
H 0.00 0.31 0.86
H -0.19 0.16 -0.19
H 0.18 -0.01 -0.21
C -3.31 -2.74 0.08
C 6.54 -3.56 3.15
C -0.43 2.92 -1.05
C -1.98 -0.34 -0.19
C 3.84 3.34 -0.18
C 1.82 0.20 -0.36
O 0.21 -2.75 -0.30
O 0.19 0.96 0.46
H 0.66 0.99 -0.47
H -5.29 3.21 -2.08
H -0.55 -3.08 1.33
H -0.76 0.39 -0.45
H -1.63 2.25 1.57
H -0.14 -1.12 -0.71
C 9.25 -1.51 12.00
C -0.19 -3.06 1.92
C -1.62 1.24 -1.82
C 3.97 0.28 0.67
C -3.32 -2.07 0.13
C -0.48 -1.07 1.91
O 1.64 1.53 -2.01
O -0.92 -2.89 2.14
H -8.48 1.93 -12.12
H 0.39 1.02 -0.65
H -0.24 0.57 0.43
H 0.46 2.88 -2.94
H -0.70 -0.98 1.94
H 0.19 1.76 -1.61
C -2.74 -1.95 0.99
C -0.91 2.04 -1.11
C -1.96 4.30 -1.10
C 2.71 4.67 -1.35
C -0.71 -2.68 1.32
C -0.36 -1.33 1.54
O 2.14 -3.88 -1.71
O 4.84 -4.71 1.69
H -0.19 1.76 -0.34
H 2.26 -2.00 0.17
H 0.62 -3.77 0.82
H -0.44 0.14 -0.66
H -0.77 3.93 0.87
H -3.90 3.11 -1.14


Density functional theory data (ωB97M-V/def2-TZVPD) for a cluster of 2 separate species, C5H12O3 in total.

Computed properties:
Molecular weight (Da): 120.1
Relative energy (zero: lowest compared OMol25 entry of this formula, charge and spin) (eV): 1.871
HOMO-LUMO gap (eV): 10.881
E (Ha): -423.385093
SMILES: CC(C)CC(=O)O.O
LUMO level (eV): 0.412
HOMO (eV): -10.47

Last column: natural (NBO) charge in e.
Element x y z (Å)
C  -1.174679  -0.903267  -0.308296  -0.654
C  -0.949595  0.486323  0.359153  -0.206
C  -1.767523  1.569968  -0.278306  -0.634
C  0.656451  0.693538  0.346124  -0.530
C  1.091477  -0.462850  1.174311  0.809
O  1.888944  -1.281600  0.799166  -0.582
O  0.447031  -0.409510  2.401474  -0.747
H  -2.297770  -0.953602  -0.510486  0.210
H  -0.921738  -1.099326  -1.384616  0.229
H  -0.774194  -1.823968  0.266120  0.225
H  -1.168283  0.388564  1.425146  0.225
H  -1.257997  2.530477  -0.046607  0.220
H  -2.124071  1.327075  -1.261292  0.222
H  -2.791987  1.454127  0.148228  0.218
H  0.840935  1.729850  0.846982  0.231
H  0.972812  0.780480  -0.778077  0.245
H  1.047188  -0.669683  3.260934  0.519
O  2.529039  -1.290051  -2.437476  -0.941
H  2.621739  -1.512965  -1.511893  0.481
H  3.132222  -0.553581  -2.510589  0.460

Forces on the atoms, in the same order (eV/Å):
C -2.01 -1.23 -0.58
C 2.15 -1.69 -0.80
C -1.03 -0.21 1.30
C -2.31 2.64 -1.26
C 1.49 0.66 -0.06
O -0.31 -0.20 0.91
O 2.73 -0.92 2.80
H 0.98 -0.53 1.11
H 0.93 0.94 0.88
H -0.97 1.60 -0.72
H -0.40 0.14 -0.41
H -1.01 -0.28 -0.75
H 1.14 0.47 -1.27
H 0.67 0.84 0.63
H 0.02 -1.95 -0.61
H -0.09 -0.74 2.33
H -1.90 0.43 -3.63
O -0.05 -0.01 -0.13
H -0.27 -0.32 0.57
H 0.24 0.36 -0.34